Record 1
{
  "formula": "C30H24CoNO6PS",
  "method": "ωB97M-V/def2-TZVPD",
  "symbols": ["Co", "O", "C", "O", "C", "C", "C", "C", "C", "O", "C", "C", "O", "O", "H", "H", "H", "H", "H", "H", "H", "H", "C", "C", "C", "C", "C", "C", "P", "C", "C", "C", "C", "C", "C", "C", "C", "C", "C", "C", "C", "C", "C", "C", "C", "H", "H", "H", "H", "H", "H", "H", "H", "H", "H", "H", "H", "H", "H", "H", "H", "O", "S", "N"],
  "xyz": [[-0.55705, 1.35178, -0.97817], [-3.34606, 3.82276, 0.58377], [-2.73229, 2.80610, 0.29568], [-1.45382, 2.69418, 0.18907], [-3.52166, 1.48688, 0.18133], [-2.74607, 0.34381, 0.84722], [-3.68212, -0.81375, 1.18186], [-3.93594, -1.39462, -0.21848], [-3.10148, -0.48189, -1.13250], [-1.96432, -0.19026, -0.25171], [-3.77352, 0.89939, -1.25646], [-3.19587, 1.73772, -2.40272], [-3.96591, 2.28201, -3.17937], [-1.91328, 1.72960, -2.47604], [-4.46736, 1.66954, 0.68868], [-2.07991, 0.65588, 1.64650], [-3.19113, -1.53859, 1.83119], [-4.58724, -0.45784, 1.67310], [-3.55949, -2.41621, -0.29510], [-4.98049, -1.38927, -0.52561], [-2.40383, -2.13013, -2.11070], [-4.83790, 0.77783, -1.44701], [3.09266, 1.92967, 4.64480], [2.57282, 2.82075, 3.71631], [1.94471, 2.34441, 2.57430], [1.84579, 0.97375, 2.33687], [2.35871, 0.08681, 3.28089], [2.97952, 0.56277, 4.42769], [1.06564, 0.48593, 0.75428], [0.50215, -1.23311, 1.07346], [-0.23496, -1.52449, 2.22049], [-0.80091, -2.77792, 2.40160], [-0.65802, -3.75440, 1.42435], [0.06453, -3.47061, 0.27385], [0.64550, -2.22104, 0.10218], [2.51202, 0.19679, -0.33278], [3.70561, -0.30391, 0.11353], [4.75451, -0.56972, -0.79166], [4.58231, -0.32922, -2.12575], [3.36655, 0.20286, -2.61898], [3.17905, 0.47774, -3.99641], [2.00631, 1.02591, -4.42484], [0.96468, 1.31474, -3.50733], [1.06689, 1.05217, -2.15994], [2.30556, 0.48256, -1.71654], [3.57702, 2.29838, 5.54040], [2.64300, 3.88750, 3.88651], [1.51472, 3.03906, 1.86062], [2.27308, -0.98185, 3.12200], [3.37545, -0.13736, 5.15321], [-0.36743, -0.76312, 2.98222], [-1.36387, -2.98914, 3.30300], [-1.10702, -4.73058, 1.55996], [0.17839, -4.22393, -0.49599], [1.19963, -2.00638, -0.80328], [3.85846, -0.50205, 1.16746], [5.69387, -0.96286, -0.42223], [5.38363, -0.53437, -2.82803], [3.97808, 0.24754, -4.69323], [1.86218, 1.23693, -5.47899], [0.05082, 1.76301, -3.88316], [-1.83192, -1.98409, -4.44202], [-2.00789, -0.68503, -3.74614], [-2.73511, -1.18904, -2.29721]],
  "lowdin_spin": [2.691, 0.001, 0.004, 0.047, 0.000, 0.001, 0.001, 0.003, 0.009, 0.035, 0.000, 0.008, 0.018, 0.055, 0.000, 0.000, 0.000, 0.000, 0.000, 0.001, 0.004, 0.000, 0.002, 0.000, 0.003, 0.016, 0.005, 0.001, 0.043, 0.002, 0.003, 0.000, 0.003, 0.000, 0.003, -0.003, 0.003, -0.001, 0.003, 0.002, 0.008, 0.002, 0.028, 0.040, 0.008, 0.000, 0.000, 0.000, 0.000, 0.000, 0.000, 0.000, 0.000, 0.000, 0.000, 0.000, 0.000, 0.000, 0.000, 0.000, 0.003, 0.328, 0.500, 0.117],
  "homo_ev": [-4.757, -5.513],
  "spin_multiplicity": 5,
  "total_charge": -1,
  "e_tot_ha": -3786.23290,
  "fmax_ev_per_a": 0.8,
  "gap_ev": [7.201, 7.903]
}



Record 2
{
  "formula": "C7H10",
  "method": "ωB97M-V/def2-TZVPD",
  "symbols": ["C", "C", "C", "C", "C", "C", "C", "H", "H", "H", "H", "H", "H", "H", "H", "H", "H"],
  "xyz": [[-0.86456, 0.22894, 1.59932], [0.44724, 0.00036, 1.58555], [-1.55515, -0.29577, 0.36283], [-0.39253, -0.68852, -0.56886], [0.10103, 0.41530, -1.53450], [1.41356, 0.56223, -0.72614], [0.91928, -0.53463, 0.26234], [-1.40464, 0.69246, 2.42158], [-2.23127, 0.43078, -0.10564], [1.11305, 0.18523, 2.42332], [-2.16360, -1.16554, 0.64379], [-0.54463, -1.66314, -1.04211], [-0.53481, 1.30739, -1.55021], [0.24631, 0.08223, -2.56687], [2.32014, 0.30721, -1.28334], [1.55496, 1.54340, -0.26224], [1.57562, -1.40792, 0.34118]],
  "lowdin_charge": [-0.087, -0.070, -0.156, -0.255, -0.135, -0.129, -0.259, 0.099, 0.107, 0.103, 0.108, 0.133, 0.104, 0.101, 0.099, 0.104, 0.133],
  "homo_ev": -8.999,
  "spin_multiplicity": 1,
  "total_charge": 0,
  "e_tot_ha": -272.67915,
  "fmax_ev_per_a": 0.2,
  "relative_energy_kcal_mol": 24.4,
  "gap_ev": 10.225
}



Q: Which formula does entry 1 have?
A: C30H24CoNO6PS